Record 1
Formula: C8H16BCl
Source: OMol25
Level of theory: ωB97M-V/def2-TZVPD

Structure (XYZ):
```
26
Properties=species:S:1:pos:R:3:lowdin_charge:R:1
Cl -1.928 1.865 -0.266 0.6843
C -1.574 0.131 0.114 -0.5083
C 0.063 -0.289 2.208 0.0045
C 0.469 -0.726 -1.677 -0.0441
C -3.755 -0.272 -0.757 -0.1598
C 3.146 1.240 0.461 -0.1018
C -2.457 -0.801 -0.283 -0.1954
C 2.335 0.029 -0.167 -0.2563
C 0.872 0.175 -0.432 -0.3240
B -0.140 0.005 0.729 -0.4410
H -4.413 -0.233 0.154 0.0966
H 0.879 -0.199 -2.528 0.0704
H 3.766 1.859 -0.218 0.0642
H 2.605 -0.781 0.538 0.1034
H 3.849 1.120 1.294 0.0560
H -2.435 -1.818 -0.038 0.1022
H -3.705 0.703 -1.203 0.0104
H -0.399 0.458 2.901 0.0914
H 1.193 -0.318 2.371 0.0804
H -0.616 -0.922 -1.805 0.0590
H -4.371 -1.041 -1.310 0.0876
H 0.776 1.208 -0.674 0.1087
H 2.350 1.896 0.968 0.0883
H 0.939 -1.770 -1.650 0.1052
H -0.371 -1.304 2.391 0.0947
H 2.922 -0.216 -1.122 0.1235
```

HOMO-LUMO gap (eV): 9.498
Energy above the lowest of the compared OMol25 structures with the same formula, charge and spin (kcal/mol): 0.0
SMILES: C/C=C(\Cl)B(C)[C@H](C)CC
Charge: 0


Record 2
Formula: C8H16BeN2PS
Source: OMol25
Level of theory: ωB97M-V/def2-TZVPD

Structure (XYZ):
```
29
Properties=species:S:1:pos:R:3:lowdin_charge:R:1
S -1.570 -0.451 -1.611 0.7427
P 3.180 1.162 0.229 0.6954
N -1.623 -1.926 0.671 -0.0321
N -1.665 0.411 0.911 -0.0597
C 1.530 -0.264 -2.728 -0.0970
C -2.309 0.555 2.213 -0.2518
C 1.504 -0.360 -1.282 -0.2427
C 1.078 0.837 -0.756 -0.3782
C -1.619 -0.701 0.153 -0.7414
C 0.696 1.733 -1.867 -0.1402
C -1.706 -2.298 2.084 -0.2232
C 1.112 1.074 -3.072 -0.0781
Be 0.343 0.306 -2.056 -0.7780
H 1.955 -1.001 -3.403 0.1257
H -2.462 1.627 2.366 0.0461
H 1.110 1.507 -4.055 0.1267
H -1.657 0.178 3.011 0.0523
H 0.689 1.014 0.245 0.0618
H -0.928 -1.808 2.684 0.0576
H -1.502 -2.661 -0.024 0.0814
H -3.283 0.046 2.231 0.0656
H 3.536 0.048 1.048 -0.1430
H 4.257 1.411 -0.702 -0.1292
H -1.617 1.263 0.344 0.0759
H -1.553 -3.380 2.141 0.0634
H 0.371 2.761 -1.760 0.1022
H -2.701 -2.059 2.481 0.0604
H 1.784 -1.232 -0.707 0.0871
H 3.050 2.209 1.213 -0.1497
```

HOMO-LUMO gap (alpha / beta) (eV): 2.184 / 2.185
Energy above the lowest of the compared OMol25 structures with the same formula, charge and spin (kcal/mol): 24.4
Charge: -1


Record 3
Formula: C8H16Cl2I2O5S
Source: OMol25
Level of theory: ωB97M-V/def2-TZVPD

Structure (XYZ):
```
34
Properties=species:S:1:pos:R:3:lowdin_charge:R:1
I -3.211 3.250 2.137 0.8110
I -2.232 -0.251 -1.632 0.7889
Cl -0.198 -2.642 0.849 0.5747
Cl 1.254 -2.904 -2.234 0.5600
S -0.008 3.492 -0.335 1.0763
O 1.085 0.329 -0.659 -0.2008
O 2.006 2.394 0.686 -0.2316
O -0.437 4.944 0.113 -0.4531
O -0.854 2.321 0.572 -0.4959
O 1.685 3.441 -0.019 -0.3224
C 1.237 -4.137 -0.949 -0.6482
C 2.661 -0.789 1.087 -0.0716
C -2.974 0.842 0.167 -0.7311
C 2.498 0.128 -0.300 -0.3183
C 3.113 1.650 -0.002 -0.0735
C -4.604 1.053 -0.119 -0.2350
C -2.303 2.348 0.308 -0.7628
C -0.052 -4.112 -0.145 -0.6301
H -2.766 0.232 1.148 0.0979
H 0.477 0.076 0.102 0.0450
H -0.079 -4.963 0.542 0.0744
H -2.517 3.003 -0.647 0.1117
H 3.285 -0.095 1.828 0.0890
H 4.062 1.606 0.699 0.1368
H -0.932 -4.172 -0.793 0.0720
H 3.012 -0.397 -1.222 0.1395
H 1.613 -1.102 1.542 0.0245
H 2.112 -3.975 -0.312 0.0636
H -5.213 1.315 0.845 0.0520
H -4.997 0.020 -0.542 0.0629
H -4.676 1.842 -0.981 0.0869
H 3.248 -1.758 0.778 0.0794
H 1.350 -5.108 -1.441 0.0728
H 3.355 2.120 -1.071 0.1551
```

HOMO-LUMO gap (eV): 9.047
Charge: 0


Record 4
Formula: C8H16Cl2IrN2O
Source: OMol25
Level of theory: ωB97M-V/def2-TZVPD

Structure (XYZ):
```
30
Properties=species:S:1:pos:R:3:lowdin_charge:R:1
Ir 0.543 -0.119 0.447 1.0536
Cl 0.168 -2.380 0.503 -0.0021
Cl 1.460 1.953 1.036 -0.0041
O -0.160 -0.297 2.573 -0.2195
N 1.053 -0.404 4.543 0.1796
N -1.039 0.373 4.574 0.1724
C -0.451 -0.071 -3.361 -0.2226
C 0.781 -0.621 -2.675 -0.2337
C -1.681 -0.185 -2.464 -0.2034
C -0.030 -0.086 3.798 -0.6177
C 2.444 -0.365 -0.870 -0.1650
C -1.144 0.519 -0.147 -0.3701
C 1.213 0.145 -1.415 -0.5675
C -1.693 0.973 -1.449 -0.2907
H -0.224 0.971 -3.598 0.1071
H 1.632 -0.565 -3.364 0.1150
H -1.126 1.849 -1.826 0.1057
H 1.114 1.216 -1.597 0.0838
H -1.902 0.669 4.151 0.1201
H 2.834 -1.259 -1.378 0.0728
H -0.902 0.412 5.563 0.0990
H 0.673 -1.693 -2.496 0.1013
H 0.962 -0.294 5.544 0.1094
H -1.896 0.423 0.647 0.0334
H -2.580 -0.204 -3.077 0.1028
H -0.609 -0.562 -4.332 0.1120
H -1.660 -1.134 -1.933 0.0979
H 3.085 0.178 -0.183 0.0107
H -2.738 1.315 -1.313 0.1056
H 1.875 -0.755 4.098 0.1141
```

HOMO-LUMO gap (alpha / beta) (eV): 6.659 / 6.937
Energy above the lowest of the compared OMol25 structures with the same formula, charge and spin (kcal/mol): 2.5
Charge: 0
Spin multiplicity: 6


Record 5
Formula: C8H16Cl4O6
Source: OMol25
Level of theory: ωB97M-V/def2-TZVPD

Structure (XYZ):
```
34
Properties=species:S:1:pos:R:3:lowdin_charge:R:1
Cl -2.018 3.064 -2.812 0.4810
Cl -2.628 1.469 -0.440 0.5768
Cl 2.889 0.359 -1.607 0.6013
Cl 0.380 0.868 -3.026 0.6890
O -0.706 -2.670 -0.153 0.0453
O 0.495 2.051 -0.266 -0.0755
O -0.116 3.177 1.672 0.0253
O 0.101 -4.771 0.239 0.0716
O -1.484 -3.769 1.509 0.0157
O 1.950 3.215 1.128 0.0399
C -1.727 -4.934 2.320 -0.0152
C 1.127 0.260 -1.515 -0.9021
C -1.297 1.928 -1.594 -1.0245
C 0.158 -2.484 -1.252 -0.0582
C -0.620 -3.782 0.537 -0.5973
C 0.775 2.739 0.742 -0.3989
C 3.139 3.127 0.437 -0.0574
C -1.439 2.744 1.561 -0.1456
H 1.216 -2.423 -1.000 0.1147
H -0.037 -3.297 -1.952 0.1188
H 4.035 3.307 1.032 0.1066
H 0.787 -0.768 -1.385 -0.0486
H -0.954 0.974 -1.995 -0.1397
H -0.471 2.486 -1.153 -0.0342
H 0.903 0.856 -0.630 -0.0493
H -0.784 -5.441 2.521 0.0970
H -1.931 3.084 0.650 0.0111
H -2.018 3.173 2.379 0.1076
H -2.180 -5.694 1.683 0.0916
H 3.189 3.787 -0.428 0.1078
H -0.002 -1.637 -1.919 0.0608
H 3.141 2.121 0.017 0.0160
H -1.385 1.657 1.616 0.0693
H -2.488 -4.777 3.084 0.0993
```

HOMO-LUMO gap (eV): 9.825
Energy above the lowest of the compared OMol25 structures with the same formula, charge and spin (kcal/mol): 162.0
Charge: 0


Record 6
Formula: C8H16Cl6Si2
Source: OMol25
Level of theory: ωB97M-V/def2-TZVPD

Structure (XYZ):
```
32
Properties=species:S:1:pos:R:3:lowdin_charge:R:1
Cl -0.895 5.944 -2.349 0.2117
Cl -1.000 2.789 -3.905 0.2608
Cl -2.250 -0.390 0.317 0.4416
Cl -3.221 -3.125 -1.528 0.2569
Cl -0.853 -1.003 -2.650 0.2889
Cl 2.038 4.125 -2.915 0.2597
Si -0.031 3.983 -2.468 -0.4293
Si -1.578 -1.957 -0.909 -0.3728
C 1.309 -0.270 0.547 -0.2122
C -0.139 3.089 -0.833 -0.3646
C 0.592 1.090 0.519 -0.2464
C -0.513 -3.003 1.515 -0.2813
C -0.392 -3.077 0.037 -0.3385
C 1.149 -1.017 1.874 -0.1950
C -0.240 -1.624 2.101 -0.2716
C 0.697 1.813 -0.836 -0.3092
H 0.405 1.105 -1.632 0.0444
H 0.935 -0.910 -0.270 0.0556
H 0.618 -2.887 -0.316 0.0753
H 0.151 3.774 -0.031 0.0841
H -0.999 -0.917 1.725 -0.0400
H -0.414 -1.686 3.190 0.1185
H 0.147 -3.733 1.980 0.1171
H -0.653 -4.103 -0.249 0.0801
H -0.463 0.945 0.739 0.0128
H 1.350 -0.308 2.683 0.1092
H 1.766 2.016 -1.048 0.0904
H -1.514 -3.318 1.768 0.1069
H 1.889 -1.823 1.979 0.1142
H 2.369 -0.113 0.281 0.1221
H 0.942 1.750 1.328 0.1236
H -1.200 2.842 -0.643 0.0870
```

HOMO-LUMO gap (eV): 10.772
Energy above the lowest of the compared OMol25 structures with the same formula, charge and spin (kcal/mol): 15.6
SMILES: Cl[Si](Cl)(Cl)CCCCCCCC[Si](Cl)(Cl)Cl
Charge: 0


Record 7
Formula: C8H16Cl8
Source: OMol25
Level of theory: ωB97M-V/def2-TZVPD

Structure (XYZ):
```
32
Properties=species:S:1:pos:R:3:lowdin_charge:R:1
Cl -24.498 9.033 6.261 0.5824
Cl -19.414 7.935 7.331 0.5517
Cl -24.107 11.438 12.978 0.4713
Cl -25.060 5.279 12.815 0.5133
Cl -25.800 10.771 10.397 0.5386
Cl -20.767 9.784 9.459 0.6177
Cl -22.646 6.345 8.931 0.6238
Cl -24.055 8.207 14.204 0.4600
C -25.728 7.915 13.440 -0.5681
C -24.172 11.457 10.281 -0.6719
C -18.738 8.162 8.926 -0.6792
C -23.685 7.613 8.492 -0.7388
C -25.673 6.897 12.322 -0.6541
C -24.015 7.528 6.972 -0.6965
C -19.028 9.607 9.328 -0.6621
C -23.259 10.960 11.412 -0.6097
H -23.186 8.569 8.651 0.0062
H -24.536 7.643 9.172 0.0569
H -25.020 7.266 11.531 0.0441
H -26.656 6.642 11.926 0.0699
H -24.134 12.519 10.037 0.0842
H -26.272 7.565 14.317 0.0612
H -18.560 9.682 10.310 0.0766
H -24.810 6.788 6.891 0.0708
H -18.612 10.350 8.647 0.0753
H -19.296 7.485 9.573 0.0593
H -23.193 7.182 6.345 0.0577
H -23.830 10.992 9.357 0.0345
H -17.684 7.890 8.882 0.0762
H -23.054 9.891 11.479 0.0434
H -26.143 8.793 12.944 0.0556
H -22.320 11.513 11.373 0.0499
```

HOMO-LUMO gap (eV): 10.915
Energy above the lowest of the compared OMol25 structures with the same formula, charge and spin (kcal/mol): 23.0
SMILES: ClCCCl.ClCCCl.ClCCCl.ClCCCl
Charge: 0


Record 8
Formula: C8H16Cl8N3O9V
Source: OMol25
Level of theory: ωB97M-V/def2-TZVPD

Structure (XYZ):
```
45
Properties=species:S:1:pos:R:3:lowdin_charge:R:1
V -1.894 -2.212 -1.201 1.4492
Cl -1.594 4.090 -3.861 0.5366
Cl 2.885 -0.252 -2.198 0.5331
Cl 2.292 -4.421 2.704 0.5581
Cl 3.801 -3.930 -0.315 0.5685
Cl -1.600 1.710 4.229 0.5372
Cl 6.060 0.784 -1.449 0.5510
Cl -3.218 2.340 0.336 0.6141
Cl 1.381 3.625 -2.867 0.5195
O -3.072 -4.905 1.416 0.0645
O -1.035 -4.814 2.085 0.0628
O 0.124 1.007 -0.153 0.1274
O -5.578 -1.291 -0.887 0.1940
O -0.518 -1.053 0.035 -0.0602
O -1.226 -0.090 -1.528 -0.0555
O -3.602 -1.585 -0.097 -0.0517
O -3.691 -1.310 -2.082 -0.0320
O -1.680 -3.571 0.469 -0.1711
N -0.474 0.044 -0.541 -0.5140
N -4.393 -1.382 -1.059 -0.5112
N -1.959 -4.402 1.412 -0.5516
C 4.560 1.444 -0.771 -0.6525
C 0.065 3.945 -1.694 -0.6201
C 2.201 -2.961 1.695 -0.6466
C 2.248 -3.272 0.173 -0.6833
C -1.270 3.384 -2.252 -0.6833
C 3.502 0.337 -0.601 -0.6253
C -2.686 1.501 1.823 -0.6497
C -1.624 2.334 2.523 -0.6051
H -2.108 3.681 -1.621 0.0075
H -0.599 2.258 2.173 0.0593
H 2.103 -2.356 -0.400 0.0105
H 0.000 5.030 -1.697 0.0610
H -1.976 3.354 2.665 0.0612
H -2.286 0.553 1.466 0.0420
H 4.164 2.222 -1.422 0.0548
H -3.568 1.269 2.414 0.0688
H 3.851 -0.553 -0.079 0.0498
H 1.262 -2.462 1.929 0.0588
H -1.313 2.296 -2.247 0.0350
H 2.731 0.729 0.064 0.0612
H 3.036 -2.396 2.105 0.0541
H 0.320 3.421 -0.776 0.0452
H 4.832 1.915 0.172 0.0711
H 1.544 -4.058 -0.092 0.0570
```

HOMO-LUMO gap (alpha / beta) (eV): 6.273 / 7.280
Energy above the lowest of the compared OMol25 structures with the same formula, charge and spin (kcal/mol): 51.1
Charge: 0
Spin multiplicity: 3